The following is a DFT calculation (wB97M-V/def2-TZVPD) of a 8-piece molecular cluster, C11H38O12 overall.

Geometry as XYZ:
```
61
Properties=species:S:1:pos:R:3:mulliken_charge:R:1
O 1.20 -0.22 -1.00 -0.3346
H 2.03 -0.61 -1.26 0.1108
H 0.97 0.36 -1.73 0.2062
O 3.38 -2.41 -0.37 -0.5557
H 3.62 -2.12 -1.25 0.2205
H 3.65 -3.33 -0.34 0.2439
O 3.39 -0.82 -3.61 -0.5897
H 3.52 0.11 -3.76 0.3006
H 3.03 -1.15 -4.43 0.3159
C -0.64 2.91 0.56 0.0210
C 0.18 2.11 1.55 0.1362
O -0.41 1.87 2.89 -0.1303
O -0.54 4.24 0.73 -0.5636
H -1.68 2.60 0.57 0.1809
H -0.27 2.69 -0.44 -0.0538
H 1.11 2.63 1.80 0.3703
H 0.49 1.14 1.18 0.0534
H 0.00 1.11 3.30 0.6074
H 0.04 4.62 0.07 0.4081
C -2.46 -0.41 -1.32 0.3581
C -3.56 -0.45 -0.26 -0.4819
O -3.15 -1.07 0.93 -0.4022
O -2.95 0.24 -2.57 -0.6133
H -2.00 -1.39 -1.47 0.2723
H -1.63 0.19 -0.94 -0.3094
H -4.51 -0.78 -0.68 0.2900
H -3.67 0.60 -0.01 0.2773
H -3.56 -0.53 1.61 0.3035
H -2.22 0.35 -3.19 0.3073
C 2.43 0.08 3.35 -0.5165
C 2.95 -0.71 2.11 0.1950
O 2.62 -2.13 2.28 -0.5473
O 1.08 -0.24 3.53 -0.6756
H 2.68 1.13 3.19 0.3379
H 2.67 -0.09 4.40 0.3110
H 4.03 -0.57 2.05 0.3379
H 2.52 -0.28 1.21 -0.1333
H 2.67 -2.35 1.35 0.3038
H 1.10 -1.20 3.47 0.3258
C -1.81 4.12 -2.81 -0.4408
C -0.89 3.38 -3.83 -0.6599
O 0.00 2.39 -3.31 -0.4292
O -1.30 5.31 -2.30 -0.5664
H -2.35 3.53 -2.06 0.3411
H -2.54 4.61 -3.44 0.4396
H -0.36 4.12 -4.44 0.3837
H -1.50 2.77 -4.49 0.3062
H 0.73 2.88 -2.92 0.2622
H -1.87 5.53 -1.56 0.3594
C -0.23 -3.09 0.22 -0.7434
C -0.13 -3.85 1.58 0.9054
C -1.36 -3.88 2.46 -1.1112
O 0.26 -5.20 1.35 -0.5972
H -0.60 -2.08 0.36 -0.0911
H -1.01 -3.49 -0.43 0.5051
H 0.73 -2.99 -0.28 0.2835
H 0.53 -3.21 2.16 -0.2287
H -2.26 -4.39 2.10 0.3198
H -1.56 -2.80 2.47 0.1283
H -1.12 -4.16 3.48 0.3890
H 0.54 -5.63 2.17 0.3569
```

For the HOMO energy (alpha / beta), the calculation gives -11.810 / -11.810 eV. Its charge is +1. The multiplicity is 2. As for the total energy: -36579.9050 eV.